The following is a DFT calculation (ωB97M-V/def2-TZVPD) of a cluster of 11 separate species, C38H107N9O11 in total at a distorted geometry.

Values from the calculation:
**SMILES string**: COC[C@H](C)N.COC[C@H](C)N.COC[C@H](C)N.COC[C@H](C)N.COC[C@H](C)N.COC[C@H](C)N.COC[C@H](C)N.COC[C@H](C)N.COC[C@H](C)N.CO.CO
**Gap between HOMO and LUMO**: 0.3292 hartree
**F_max**: 0.04175 Eh/bohr
**Energy**: -2832.20304 hartree
**Energy relative to the best compared isomer or geometry (same formula, charge and spin)**: 209.5 kJ/mol

Each atom is followed by the atoms it is bonded to, with distances in Å.
Element x y z (Å)
1 C 3.04000 1.87176 0.94642  O2 1.414, H7 1.097, H8 1.088, H9 1.096
2 O 2.70996 2.70162 2.04296  C1 1.414, C3 1.414
3 C 2.67735 1.99754 3.26923  O2 1.414, C4 1.517, H10 1.097, H11 1.098
4 C 2.07962 2.93658 4.30005  C3 1.517, C5 1.536, N6 1.474, H12 1.096
5 C 2.99681 4.13102 4.60389  C4 1.536, H13 1.088, H14 1.088, H15 1.095
6 N 1.95482 2.22971 5.58746  C4 1.474, H16 1.015, H17 1.023
7 H 4.08808 1.55028 0.99223  C1 1.097
8 H 2.83936 2.50352 0.08352  C1 1.088
9 H 2.46027 0.94563 0.86013  C1 1.096
10 H 2.12317 1.05143 3.25661  C3 1.097
11 H 3.70263 1.75548 3.57962  C3 1.098
12 H 1.07634 3.27424 4.01544  C4 1.096
13 H 3.85318 3.78086 5.17668  C5 1.088
14 H 2.45181 4.94818 5.07298  C5 1.088
15 H 3.40141 4.53752 3.67114  C5 1.095
16 H 1.54652 2.79900 6.32150  N6 1.015
17 H 1.24383 1.50006 5.49507  N6 1.023
18 C 2.12365 3.26716 -2.94264  O19 1.403, H24 1.098, H25 1.086, H26 1.098
19 O 3.07430 4.29838 -2.93831  C18 1.403, C20 1.409
20 C 4.29016 3.90686 -2.34412  O19 1.409, C21 1.534, H27 1.098, H28 1.096
21 C 5.30514 5.05410 -2.42913  C20 1.534, C22 1.518, N23 1.508, H29 1.091
22 C 5.81449 5.16959 -3.85423  C21 1.518, H30 1.090, H31 1.092, H32 1.095
23 N 6.48778 4.62515 -1.59750  C21 1.508, H33 1.026, H34 1.025
24 H 2.38446 2.44403 -3.62020  C18 1.098
25 H 1.14490 3.65480 -3.21012  C18 1.086
26 H 2.04547 2.77965 -1.96158  C18 1.098
27 H 4.10054 3.68260 -1.28579  C20 1.098
28 H 4.73235 3.05723 -2.87765  C20 1.096
29 H 4.95502 6.01370 -2.04584  C21 1.091
30 H 6.34143 4.29339 -4.23171  C22 1.090
31 H 6.51291 5.99592 -4.00300  C22 1.092
32 H 4.93153 5.32476 -4.48353  C22 1.095
33 H 6.16700 4.49490 -0.63207  N23 1.026
34 H 6.95094 5.52966 -1.46677  N23 1.025
35 C -3.06534 -0.06387 3.80876  O36 1.416, H41 1.097, H42 1.091, H43 1.089
36 O -1.65773 -0.01473 3.66313  C35 1.416, C37 1.406
37 C -1.14551 1.27365 3.43191  O36 1.406, C38 1.523, H44 1.097, H45 1.102
38 C -1.45248 2.31429 4.50018  C37 1.523, C39 1.525, N40 1.475, H46 1.100
39 C -1.15343 3.72768 4.01067  C38 1.525, H47 1.092, H48 1.092, H49 1.092
40 N -0.72163 1.99169 5.74052  C38 1.475, H50 1.021, H51 1.021
41 H -3.33792 0.04266 4.86632  C35 1.097
42 H -3.37894 -1.09361 3.63229  C35 1.091
43 H -3.63794 0.60897 3.17133  C35 1.089
44 H -0.05428 1.21223 3.34214  C37 1.097
45 H -1.39844 1.62611 2.41887  C37 1.102
46 H -2.54835 2.31283 4.59160  C38 1.100
47 H -0.10229 3.96378 3.83104  C39 1.092
48 H -1.53136 4.48453 4.70131  C39 1.092
49 H -1.68074 3.88718 3.06727  C39 1.092
50 H -0.88711 2.79029 6.35477  N40 1.021
51 H -1.27756 1.26810 6.19854  N40 1.021
52 C -0.17526 3.33032 0.82929  O53 1.413, H58 1.096, H59 1.090, H60 1.095
53 O -0.21111 4.67288 0.38892  C52 1.413, C54 1.418
54 C 1.07240 5.21950 0.13484  O53 1.418, C55 1.533, H61 1.098, H62 1.102
55 C 0.99105 6.49153 -0.71724  C54 1.533, C56 1.523, N57 1.457, H63 1.093
56 C 0.10760 6.25407 -1.93485  C55 1.523, H64 1.091, H65 1.097, H66 1.091
57 N 2.34748 6.85676 -1.10383  C55 1.457, H67 1.012, H68 1.013
58 H -1.23144 3.03862 0.86083  C52 1.096
59 H 0.23613 3.29789 1.83820  C52 1.090
60 H 0.24757 2.64341 0.08839  C52 1.095
61 H 1.57552 5.35543 1.10118  C54 1.098
62 H 1.74434 4.49596 -0.35337  C54 1.102
63 H 0.48790 7.23748 -0.09759  C55 1.093
64 H -0.17490 7.12060 -2.53463  C56 1.091
65 H -0.84894 5.84007 -1.59155  C56 1.097
66 H 0.55163 5.51903 -2.60731  C56 1.091
67 H 2.33880 7.77108 -1.53809  N57 1.012
68 H 2.68743 6.18313 -1.78005  N57 1.013
69 C -0.06359 -4.57983 0.60557  O70 1.411, H75 1.093, H76 1.093, H77 1.100
70 O 0.49705 -5.50522 -0.29987  C69 1.411, C71 1.423
71 C -0.43821 -5.89616 -1.29820  O70 1.423, C72 1.533, H78 1.095, H79 1.095
72 C 0.30684 -6.79260 -2.29427  C71 1.533, C73 1.522, N74 1.490, H80 1.093
73 C -0.51084 -7.13157 -3.53265  C72 1.522, H81 1.093, H82 1.088, H83 1.092
74 N 0.73517 -8.05812 -1.63533  C72 1.490, H84 1.022, H85 1.024
75 H 0.51895 -4.50896 1.52786  C69 1.093
76 H -1.09506 -4.75580 0.92042  C69 1.093
77 H 0.07110 -3.60069 0.12375  C69 1.100
78 H -1.23952 -6.47952 -0.83300  C71 1.095
79 H -0.78735 -5.00171 -1.82541  C71 1.095
80 H 1.19390 -6.21578 -2.56641  C72 1.093
81 H 0.09640 -7.84816 -4.09110  C73 1.093
82 H -0.69451 -6.29330 -4.20217  C73 1.088
83 H -1.42226 -7.65947 -3.24600  C73 1.092
84 H -0.08942 -8.65263 -1.53036  N74 1.022
85 H 0.85515 -7.76199 -0.66242  N74 1.024
86 C 3.04412 -3.06085 1.15869  O87 1.416, H92 1.086, H93 1.095, H94 1.097
87 O 2.81759 -3.86568 2.30141  C86 1.416, C88 1.426
88 C 3.36011 -5.17547 2.14771  O87 1.426, C89 1.533, H95 1.097, H96 1.096
89 C 3.21778 -5.82414 3.52902  C88 1.533, C90 1.516, N91 1.491, H97 1.092
90 C 4.13876 -5.25998 4.59326  C89 1.516, H98 1.085, H99 1.093, H100 1.093
91 N 3.35548 -7.30722 3.47295  C89 1.491, H101 1.019, H102 1.020
92 H 2.62700 -2.06902 1.30695  C86 1.086
93 H 2.64082 -3.57397 0.27946  C86 1.095
94 H 4.13055 -2.96586 1.03669  C86 1.097
95 H 2.76184 -5.72792 1.41315  C88 1.097
96 H 4.38015 -5.09051 1.75514  C88 1.096
97 H 2.16395 -5.74786 3.80326  C89 1.092
98 H 3.90636 -5.60746 5.59398  C90 1.085
99 H 4.04066 -4.17254 4.54323  C90 1.093
100 H 5.17278 -5.44725 4.29264  C90 1.093
101 H 3.02656 -7.63213 2.56489  N91 1.019
102 H 4.34257 -7.56185 3.43735  N91 1.020
103 C -3.83900 -5.00435 -2.91794  O104 1.412, H109 1.095, H110 1.089, H111 1.095
104 O -3.14722 -4.16908 -3.82184  C103 1.412, C105 1.412
105 C -3.49597 -2.80539 -3.70964  O104 1.412, C106 1.539, H112 1.098, H113 1.098
106 C -2.32756 -1.94162 -4.21597  C105 1.539, C107 1.524, N108 1.470, H114 1.090
107 C -1.15261 -2.00048 -3.24692  C106 1.524, H115 1.093, H116 1.094, H117 1.089
108 N -2.77681 -0.54747 -4.34070  C106 1.470, H118 1.022, H119 1.015
109 H -3.38943 -4.92462 -1.92243  C103 1.095
110 H -3.77072 -6.04123 -3.24301  C103 1.089
111 H -4.90077 -4.73624 -2.88994  C103 1.095
112 H -4.39373 -2.61705 -4.31233  C105 1.098
113 H -3.73967 -2.51136 -2.68019  C105 1.098
114 H -1.98689 -2.20696 -5.21696  C106 1.090
115 H -0.68985 -2.98705 -3.32632  C107 1.093
116 H -1.51923 -1.87265 -2.22371  C107 1.094
117 H -0.37214 -1.25979 -3.41614  C107 1.089
118 H -2.97348 -0.08035 -3.45378  N108 1.022
119 H -3.63880 -0.49770 -4.87467  N108 1.015
120 C -4.69125 0.55319 -1.39823  O121 1.406, H126 1.089, H127 1.094, H128 1.094
121 O -3.82237 1.15347 -2.32591  C120 1.406, C122 1.414
122 C -2.95030 2.09511 -1.73228  O121 1.414, C123 1.555, H129 1.101, H130 1.098
123 C -2.01647 2.73392 -2.79896  C122 1.555, C124 1.512, N125 1.464, H131 1.095
124 C -2.81141 3.41837 -3.88831  C123 1.512, H132 1.090, H133 1.092, H134 1.092
125 N -1.08301 1.79891 -3.42906  C123 1.464, H135 1.016, H136 1.024
126 H -4.17919 0.08498 -0.55936  C120 1.089
127 H -5.22787 -0.21946 -1.95634  C120 1.094
128 H -5.49189 1.20905 -1.04416  C120 1.094
129 H -3.49170 2.94055 -1.27992  C122 1.101
130 H -2.42649 1.63787 -0.88251  C122 1.098
131 H -1.43494 3.48390 -2.25259  C123 1.095
132 H -2.19416 4.15880 -4.39800  C124 1.090
133 H -3.71102 3.85499 -3.45017  C124 1.092
134 H -3.08975 2.72801 -4.68694  C124 1.092
135 H -0.52481 1.33060 -2.72033  N125 1.016
136 H -1.62699 1.09245 -3.93204  N125 1.024
137 C -2.58771 -1.74180 0.56842  O138 1.418, H143 1.088, H144 1.094, H145 1.099
138 O -3.88011 -1.65205 1.14400  C137 1.418, C139 1.419
139 C -4.91909 -2.34702 0.47144  O138 1.419, C140 1.536, H146 1.092, H147 1.096
140 C -6.24513 -2.10250 1.20791  C139 1.536, C141 1.541, N142 1.485, H148 1.093
141 C -7.40618 -2.51871 0.28470  C140 1.541, H149 1.087, H150 1.093, H151 1.092
142 N -6.36594 -0.64308 1.45557  C140 1.485, H152 1.018, H153 1.017
143 H -1.91933 -1.24582 1.26884  C137 1.088
144 H -2.55635 -1.37205 -0.46121  C137 1.094
145 H -2.33594 -2.81168 0.54013  C137 1.099
146 H -4.96640 -1.91199 -0.52920  C139 1.092
147 H -4.66667 -3.41323 0.49057  C139 1.096
148 H -6.27629 -2.65898 2.14868  C140 1.093
149 H -8.36390 -2.07907 0.55272  C141 1.087
150 H -7.50271 -3.60682 0.24935  C141 1.093
151 H -7.17594 -2.17528 -0.72636  C141 1.092
152 H -5.40978 -0.30874 1.56023  N142 1.018
153 H -6.74020 -0.53064 2.39443  N142 1.017
154 C 0.33330 0.09671 0.04558  O155 1.418, H156 1.093, H157 1.091, H158 1.094
155 O 0.59127 0.86838 -1.11549  C154 1.418, H159 0.967
156 H 1.12104 0.24003 0.78943  C154 1.093
157 H -0.59363 0.46825 0.48563  C154 1.091
158 H 0.17445 -0.95135 -0.22594  C154 1.094
159 H 1.49244 0.73947 -1.44219  O155 0.967
160 C 3.87866 -0.86406 -1.00630  O161 1.423, H162 1.095, H163 1.091, H164 1.088
161 O 3.55757 0.43190 -1.49749  C160 1.423, H165 0.963
162 H 4.65614 -1.33338 -1.61826  C160 1.095
163 H 4.24177 -0.81405 0.02137  C160 1.091
164 H 3.00760 -1.50927 -1.09850  C160 1.088
165 H 4.36122 0.96092 -1.46520  O161 0.963